Entry from OMol25: a molecular structure, C55H101CaCl20F12N9O11S4 at a distorted geometry (ωB97M-V/def2-TZVPD).

As for the total energy: -16149.44970 Eh. As for the LUMO energy: -0.002 Ha. The orbital gap is 10.15 eV. As for the HOMO energy: -10.211 eV. Its total charge is 0.

Positions of all 213 atoms, in Å:
Ca -1.973 1.753 -1.252
C -3.458 5.227 -3.190
F -2.174 5.197 -3.023
F -3.897 6.459 -3.137
F -3.721 4.648 -4.357
S -4.253 4.299 -1.801
O -5.324 5.135 -1.423
O -4.533 3.005 -2.337
N -3.070 4.248 -0.645
S -2.754 5.296 0.490
O -2.732 6.651 0.101
O -3.524 5.026 1.671
C -1.112 4.880 0.911
F -0.927 3.591 0.933
F -0.236 5.338 0.057
F -0.925 5.387 2.092
C 1.876 -0.303 -0.356
F 2.479 0.160 -1.412
F 2.422 -1.442 -0.127
F 2.015 0.488 0.646
S 0.119 -0.535 -0.718
O -0.148 0.256 -1.890
O -0.033 -1.930 -0.820
N -0.612 0.165 0.539
S -0.881 -0.427 1.915
O -2.139 -1.074 1.925
O 0.197 -1.243 2.410
C -1.057 0.929 3.036
F -1.940 1.817 2.617
F -1.339 0.340 4.162
F 0.126 1.570 3.186
C -8.423 2.746 1.213
C -7.179 1.901 0.876
C -5.964 2.552 1.493
C -4.700 1.985 0.921
N -3.742 1.554 0.474
H -8.391 3.117 2.237
H -9.310 2.148 1.024
H -8.484 3.654 0.603
H -6.998 1.928 -0.205
H -7.214 0.872 1.228
H -5.869 2.482 2.565
H -5.874 3.638 1.304
C -3.894 -5.492 -0.929
C -2.956 -4.531 -0.212
C -2.654 -5.072 1.186
C -2.058 -6.456 1.181
N -1.624 -7.493 1.010
H -3.935 -5.285 -1.984
H -4.884 -5.514 -0.470
H -3.500 -6.517 -0.886
H -3.499 -3.591 -0.091
H -2.004 -4.326 -0.719
H -3.626 -5.176 1.685
H -1.977 -4.417 1.763
C -5.365 0.943 -5.292
C -4.076 0.304 -5.823
C -2.962 1.289 -5.953
C -2.509 1.706 -4.644
N -2.201 1.984 -3.584
H -6.077 0.149 -5.151
H -5.809 1.598 -6.059
H -5.182 1.504 -4.353
H -4.305 -0.064 -6.828
H -3.711 -0.587 -5.306
H -3.303 2.162 -6.524
H -2.060 0.996 -6.446
C 3.320 3.638 7.223
C 2.964 4.652 8.341
C 1.823 5.596 7.904
C 2.286 6.595 6.937
N 2.676 7.351 6.180
H 2.408 3.171 6.842
H 4.017 2.916 7.657
H 3.757 4.050 6.306
H 3.846 5.267 8.590
H 2.655 4.133 9.256
H 1.444 6.180 8.753
H 1.017 5.006 7.471
C -0.511 -6.338 -4.661
C -0.334 -6.106 -3.163
C -0.133 -4.673 -2.757
C -1.254 -3.762 -3.157
N -2.056 -2.984 -3.439
H -0.482 -7.389 -4.965
H 0.254 -5.784 -5.209
H -1.501 -5.978 -4.956
H 0.474 -6.757 -2.899
H -1.178 -6.473 -2.550
H 0.748 -4.341 -3.285
H -0.035 -4.405 -1.708
C 3.784 3.583 -1.970
C 3.095 3.725 -3.334
C 1.736 4.391 -3.274
C 0.798 3.651 -2.447
N 0.031 3.070 -1.823
H 3.899 4.561 -1.486
H 4.756 3.117 -2.067
H 3.217 2.964 -1.262
H 3.057 2.774 -3.873
H 3.751 4.326 -3.988
H 1.350 4.487 -4.294
H 1.801 5.384 -2.817
C 2.375 1.453 -6.775
C 2.216 2.008 -8.156
C 1.339 3.310 -8.184
C 2.057 4.343 -7.422
N 2.645 5.114 -6.827
H 3.096 0.632 -6.805
H 1.448 1.016 -6.386
H 2.734 2.168 -6.042
H 1.666 1.301 -8.785
H 3.145 2.197 -8.700
H 0.409 3.153 -7.656
H 1.151 3.501 -9.250
C -4.375 -0.598 -1.890
O -2.999 -0.330 -2.026
H -4.943 0.350 -1.869
H -4.733 -1.174 -2.743
H -4.575 -1.184 -0.984
H -2.566 -1.145 -2.396
C 7.390 -1.753 -3.179
O 6.775 -2.586 -2.261
H 7.823 -2.260 -4.038
H 6.635 -1.109 -3.636
H 8.150 -1.145 -2.709
H 7.352 -3.277 -1.877
C 6.119 0.586 -0.354
O 6.532 -0.755 -0.009
H 6.769 0.971 -1.136
H 5.067 0.634 -0.615
H 6.281 1.266 0.482
H 6.530 -1.300 -0.803
Cl 4.711 -2.232 4.109
C 3.895 -1.031 3.064
C 3.548 0.279 3.809
Cl 5.026 1.231 4.161
H 2.963 -1.528 2.730
H 4.434 -0.917 2.108
H 2.898 0.087 4.672
H 2.991 0.890 3.110
Cl -1.581 -3.900 -7.831
C -0.398 -3.184 -6.731
C 0.584 -2.291 -7.418
Cl -0.225 -0.811 -8.122
H 0.174 -4.008 -6.291
H -0.908 -2.633 -5.925
H 1.127 -2.802 -8.205
H 1.328 -1.857 -6.736
Cl 3.566 5.383 3.450
C 2.212 4.249 3.109
C 2.336 3.737 1.692
Cl 3.849 2.891 1.376
H 1.303 4.828 3.192
H 2.231 3.449 3.863
H 2.383 4.612 1.029
H 1.571 3.048 1.360
Cl -3.756 0.355 6.811
C -2.374 0.727 7.775
C -1.269 -0.283 7.527
Cl 0.220 0.220 8.451
H -2.688 0.706 8.826
H -2.117 1.755 7.532
H -1.003 -0.435 6.474
H -1.563 -1.190 8.038
Cl 5.106 -5.174 -0.108
C 5.485 -4.792 1.608
C 6.732 -3.885 1.728
Cl 8.201 -4.682 1.118
H 5.579 -5.783 2.058
H 4.580 -4.336 1.987
H 6.933 -3.608 2.779
H 6.651 -2.957 1.153
Cl -4.319 6.207 5.709
C -2.523 5.896 5.574
C -2.406 4.451 5.200
Cl -0.611 4.088 5.367
H -2.070 6.148 6.518
H -2.176 6.594 4.829
H -2.743 4.230 4.184
H -2.958 3.787 5.866
Cl 2.688 -6.373 3.459
C 1.494 -6.820 2.248
C 1.551 -6.041 0.935
Cl 1.334 -4.251 1.095
H 0.503 -6.719 2.717
H 1.583 -7.902 2.144
H 0.729 -6.431 0.334
H 2.490 -6.236 0.408
Cl 3.095 -5.254 -4.557
C 4.207 -4.033 -3.856
C 3.469 -3.076 -2.920
Cl 2.254 -2.037 -3.727
H 4.699 -3.559 -4.694
H 4.935 -4.616 -3.285
H 4.195 -2.432 -2.429
H 2.919 -3.633 -2.157
Cl -1.495 -3.188 4.306
C -0.058 -4.126 4.760
C 1.175 -3.211 4.566
Cl 1.234 -1.953 5.784
H 0.037 -4.999 4.093
H -0.183 -4.541 5.760
H 1.155 -2.693 3.609
H 2.131 -3.740 4.637
Cl -6.039 -0.147 4.381
C -4.905 -1.022 3.276
C -4.919 -2.532 3.558
Cl -6.466 -3.254 3.189
H -3.875 -0.731 3.462
H -5.185 -0.782 2.256
H -4.662 -2.766 4.595
H -4.168 -3.015 2.923

Löwdin population analysis, charges in e, atoms 1 to 99: 1.27, -0.73, 0.15, 0.18, 0.14, 0.59, -0.25, -0.32, -0.34, 0.54, -0.23, -0.27, -0.81, 0.12, 0.17, 0.17, -0.81, 0.14, 0.16, 0.16, 0.58, -0.39, -0.26, -0.32, 0.50, -0.29, -0.31, -0.71, 0.14, 0.15, 0.11, -0.08, -0.24, -0.17, -0.15, 0.13, 0.08, 0.07, 0.08, 0.11, 0.11, 0.11, 0.13, -0.10, -0.24, -0.17, -0.21, 0.16, 0.06, 0.08, 0.07, 0.11, 0.08, 0.11, 0.08, -0.08, -0.25, -0.17, -0.15, 0.12, 0.07, 0.09, 0.06, 0.12, 0.11, 0.14, 0.08, -0.10, -0.24, -0.20, -0.25, 0.14, 0.06, 0.07, 0.05, 0.11, 0.11, 0.12, 0.06, -0.10, -0.26, -0.18, -0.19, 0.19, 0.08, 0.03, 0.08, 0.10, 0.11, 0.04, 0.08, -0.11, -0.25, -0.16, -0.15, 0.13, 0.08, 0.07, 0.02